Record 1
The following is a DFT calculation (ωB97M-V/def2-TZVPD) of C4H8S2 in the gas phase in a non-equilibrium geometry.

```
14
Properties=species:S:1:pos:R:3
C -2.4599 -1.6148 -1.8276
C -1.7677 -1.2842 -0.7805
S -0.6955 0.0931 -0.7910
C 0.7321 -0.6562 0.0255
C 1.7873 0.4363 0.2879
S 1.2517 1.3971 1.7598
H -3.0201 -2.5246 -1.7541
H -2.3990 -1.0456 -2.6995
H -1.8669 -1.9034 0.1436
H 1.1525 -1.5466 -0.5664
H 0.4117 -1.0445 0.9469
H 1.9047 1.1444 -0.5599
H 2.7463 -0.1055 0.5735
H 2.4193 1.8948 2.1841
```

Values from the calculation:
Energy relative to the best compared isomer or geometry (same formula, charge and spin) (kJ/mol): 139.88
HOMO (eV): -8.5
HOMO-LUMO gap (eV): 9.3


Record 2
The following is a DFT calculation (ωB97M-V/def2-TZVPD) of a molecular structure, C29H39N7O4SScSi.

```
82
Properties=species:S:1:pos:R:3
Sc -1.3967 0.5711 -0.2257
N -1.6691 2.6777 0.7098
C -2.5312 2.9029 1.8812
C -3.8434 2.1661 1.7307
N -3.6375 0.7425 1.4289
C -4.8196 0.1992 0.7527
C -4.8531 0.6232 -0.7024
N -3.6055 0.1863 -1.3311
C -3.3122 -0.0235 2.6365
C -2.5423 -1.2845 2.2967
N -1.3108 -0.9112 1.5814
H -0.7131 2.8904 0.9970
H -1.8962 3.2927 -0.0664
H -2.7184 3.9660 2.0474
H -1.9772 2.5520 2.7493
H -4.4141 2.6103 0.9157
H -4.4500 2.2929 2.6370
H -5.7433 0.5018 1.2635
H -4.7817 -0.8912 0.8022
H -4.9179 1.7071 -0.7950
H -5.7410 0.2146 -1.1911
H -3.4776 0.6182 -2.2403
H -3.6387 -0.8105 -1.5132
H -4.2154 -0.2724 3.2089
H -2.6940 0.6001 3.2858
H -3.1280 -1.9315 1.6403
H -2.3339 -1.8526 3.2061
H -0.7779 -1.7313 1.3101
H -0.6741 -0.3950 2.1975
C -1.5047 -3.3927 -1.4560
C -1.2568 -2.2249 -2.3372
N -1.2282 -0.9579 -1.9659
C -0.9059 -0.2301 -3.0911
C -0.7628 -1.0747 -4.1554
N -0.9908 -2.3250 -3.6533
C -0.3360 -0.9543 -5.5784
O 0.0080 0.2403 -6.0029
O -0.3356 -1.9421 -6.2678
C -0.7291 1.2409 -2.9955
O -0.2485 1.8846 -3.9168
O -1.1196 1.7214 -1.8580
H -1.8316 -3.0483 -0.4753
H -0.5840 -3.9645 -1.3299
H -2.2721 -4.0499 -1.8653
H -0.8998 -3.1604 -4.2140
H -0.0358 0.9211 -5.2794
C 4.3499 -0.9594 3.2112
C 3.0813 -1.5222 3.1970
C 2.2023 -1.2171 2.1687
C 2.5380 -0.3456 1.1319
C 3.8294 0.1886 1.1634
C 4.7246 -0.1103 2.1810
Si 1.3904 0.0417 -0.3440
C 1.8492 -1.3332 -1.5823
C 2.1513 -1.0552 -2.9182
C 2.4454 -2.0650 -3.8254
C 2.4489 -3.3899 -3.4145
C 2.1709 -3.6921 -2.0871
C 1.8756 -2.6747 -1.1910
H 5.0454 -1.2016 4.0049
H 2.7825 -2.2044 3.9830
H 1.2291 -1.6973 2.1888
H 4.1512 0.8414 0.3587
H 5.7241 0.3085 2.1594
H 2.0295 1.2559 -0.9652
H 2.1720 -0.0243 -3.2589
H 2.6780 -1.8149 -4.8537
H 2.6864 -4.1781 -4.1175
H 2.2070 -4.7205 -1.7467
H 1.6908 -2.9381 -0.1514
S 0.4718 1.8559 3.0632
C 2.0054 2.4544 2.6837
N 2.9785 2.3623 3.6304
C 4.2558 2.7744 3.4773
C 4.6492 3.3565 2.3116
C 3.6897 3.4907 1.2917
C 2.4072 3.0510 1.4674
H 2.7074 1.8985 4.4866
H 4.9031 2.6101 4.3259
H 5.6663 3.6937 2.1878
H 3.9711 3.9341 0.3451
H 1.6889 3.1313 0.6663
```

Values from the calculation:
Energy relative to the best compared isomer or geometry (same formula, charge and spin) (kJ/mol): 64.21
Total charge: +1
HOMO (eV): -9.8
HOMO-LUMO gap (eV): 7.5


Q: Which value of HOMO-LUMO gap does entry 2 give?
A: 7.5 eV